The following is a DFT calculation (ωB97M-V/def2-TZVPD) of a cluster of 10 separate species, C66H152N14O10P2 in total in a non-equilibrium geometry.

Results
Highest occupied orbital energy: -7.822 eV
E: -4807.31499 a.u.
Total charge: 0
Frontier orbital gap: 0.29926 Eh
SMILES: CN(C)P(=O)(N(C)C)N(C)C.CN(C)P(=O)(N(C)C)N(C)C.CC1(C)CCCC(C)(C)N1O.CC1(C)CCCC(C)(C)N1O.CC1(C)CCCC(C)(C)N1O.CC1(C)CCCC(C)(C)N1O.CC1(C)CCCC(C)(C)N1O.CN(C)C=O.CN(C)C=O.CN(C)C=O

Last column: Mulliken charge in e.
Geometry (Å):
P (0.33289, -0.17083, -0.33355)  -0.909
P (0.71718, 2.48519, -5.54853)  -0.176
O (-3.43591, -4.63605, 7.02228)  -0.643
O (-0.59313, -4.91495, 1.48803)  -0.591
O (-2.13703, 0.69573, 5.93188)  -0.045
O (-2.86653, -1.89625, -6.10223)  -0.234
O (4.55046, -0.81263, -4.32323)  -0.539
O (2.97396, 2.54698, 0.99777)  1.749
O (0.36832, 1.26489, -0.63962)  -1.289
O (-0.45506, 3.07721, -6.31421)  -0.837
O (6.96153, -2.69757, 4.56723)  -0.480
O (-3.95716, 2.65212, 0.40934)  -0.222
N (-2.76893, 1.93077, 6.05758)  -0.123
N (0.93882, 3.27023, -4.06017)  0.534
N (-2.63557, -3.40733, 5.33361)  0.376
N (0.08054, -0.50424, 1.35146)  1.639
N (0.55490, -4.98976, 3.57821)  0.438
N (3.41084, 3.87255, 1.01140)  -0.492
N (2.15195, 2.77047, -6.45457)  0.229
N (-3.34519, -2.97168, -5.40233)  0.860
N (-4.63330, 2.05849, -0.63375)  1.284
N (0.60069, 0.82301, -5.29064)  0.599
N (-0.97608, -1.08535, -0.94939)  1.253
N (6.42837, -2.56417, 3.38910)  0.097
N (3.63934, -2.91761, -4.43494)  0.455
N (1.78851, -1.05315, -0.66431)  1.918
C (-0.93529, 3.02601, 4.77711)  -2.487
C (5.81733, 3.44275, 1.50296)  -1.433
C (-5.43404, -2.81248, -6.75514)  -1.895
C (-2.46859, 2.91427, 4.94290)  2.562
C (-3.41692, -3.96082, 4.26856)  -0.818
C (-6.67937, 1.17283, -2.47732)  -0.606
C (1.43674, 4.64439, 2.25455)  -2.378
C (-5.36725, -4.17524, -4.56772)  -1.102
C (0.59870, -5.54884, 4.93684)  -0.962
C (-1.11480, 0.05220, 1.91831)  0.391
C (4.92385, 3.50618, -0.81647)  -1.620
C (7.31663, -2.96538, 2.25540)  1.723
C (6.04313, -1.40005, 0.75776)  -0.359
C (-2.96192, 4.34684, 5.34683)  -1.263
C (3.32104, 6.18438, 2.01158)  -1.196
C (-4.63666, 3.26176, 6.93043)  -1.128
C (-5.30495, -1.70710, -4.58170)  -1.978
C (3.05996, -0.41357, -1.03247)  1.907
C (3.46598, 4.06832, 3.56119)  -1.406
C (2.17414, 3.14448, -3.24108)  -1.260
C (-0.27915, 3.90146, -3.46448)  -1.407
C (4.36880, -1.53767, 4.18460)  -1.644
C (-5.59304, 1.02644, -0.19787)  1.605
C (3.34824, 1.95289, -6.40525)  -0.781
C (-4.71979, -5.48000, -4.89684)  -0.941
C (1.15644, 0.26643, -4.12169)  -1.230
C (4.78966, 4.06727, 0.61606)  1.622
C (2.54070, -2.59341, -5.35344)  -0.352
C (5.59306, -1.30248, 3.28112)  2.230
C (-5.72499, 4.25313, -1.33224)  -1.883
C (-1.85484, -2.27533, 4.86677)  -0.778
C (-5.20942, 1.08935, 5.73122)  -1.492
C (8.75055, -2.38438, 2.22842)  -1.719
C (6.60816, -2.74947, 0.91111)  -1.579
C (4.58939, -2.02697, -4.06876)  -0.084
C (-0.42393, -5.28677, 2.65774)  -0.351
C (-2.72924, -3.70609, 6.62758)  0.179
C (5.23697, 5.61995, 0.53055)  -1.318
C (2.98534, 4.66060, 2.22248)  2.177
C (-4.82631, -2.99344, -5.34556)  1.651
C (1.76592, -2.49048, -0.44234)  -0.689
C (-6.77980, 1.58512, 0.70254)  -1.718
C (-1.17575, -3.92911, -4.83701)  -1.849
C (4.79771, 6.50388, 1.68705)  -0.815
C (-2.30079, -4.63101, -6.96288)  -2.026
C (-4.94432, 2.99451, -1.70947)  1.589
C (3.80089, -4.32574, -4.22278)  -1.054
C (5.03697, -1.16414, 1.82687)  0.357
C (1.17798, -0.48809, 2.29363)  0.171
C (-4.14764, 1.84860, 6.61350)  1.497
C (-6.12173, 0.28040, -1.37659)  -1.234
C (2.43992, 4.06470, -7.10547)  -1.104
C (-1.50099, -2.33950, -0.31190)  -1.171
C (-3.10572, 2.48424, 3.60797)  -1.314
C (-5.70872, 2.24931, -2.91738)  -1.004
C (-1.69753, -0.68617, -2.17702)  0.317
C (6.34918, 0.00179, 3.54736)  -1.357
C (-4.83844, -0.05386, 0.66126)  -1.565
C (-0.53538, 0.07751, -5.93098)  -0.814
C (-3.17698, -5.41175, -4.69350)  -1.225
C (-4.40614, 4.27663, 5.79996)  -0.905
C (-2.51802, -4.20779, -5.51150)  1.719
C (-3.62142, 3.43821, -2.37785)  -2.277
C (1.62998, -4.12154, 3.20856)  -1.157
C (7.42146, -4.48111, 2.37896)  -1.990
C (-4.09046, 1.18056, 7.97454)  -1.928
H (2.64146, -4.39974, 3.50454)  0.457
H (1.29173, -3.14981, 3.56832)  0.441
H (-1.26152, 0.85190, 6.29339)  0.300
H (-0.95326, 3.09121, -3.18669)  0.431
H (2.45827, -1.54030, -5.62227)  -0.256
H (2.21533, 0.51954, -4.06888)  0.090
H (5.55923, 6.37369, 2.45597)  0.390
H (-1.21197, -2.50784, 0.72551)  -0.009
H (3.73081, -0.65412, 4.20507)  0.290
H (-5.37680, -0.47681, -1.62114)  0.205
H (2.84301, -4.83715, -4.12783)  0.254
H (6.39219, 0.19759, 4.61877)  0.542
H (1.31459, -3.05833, -1.25593)  0.070
H (1.12012, 5.05233, 1.29463)  0.460
H (3.46626, 0.06127, -0.13941)  -0.982
H (-6.42428, -4.34413, -4.77329)  0.357
H (-1.61463, -5.47794, -6.96242)  0.488
H (-3.39804, 1.73145, 8.61106)  0.463
H (-2.34161, 4.67121, 6.18235)  0.443
H (-6.61531, 3.97425, -0.76865)  0.414
H (-2.80615, -6.36249, -5.07649)  0.426
H (7.32808, -2.89839, 0.10636)  0.629
H (5.42694, -2.53007, -3.56120)  0.337
H (-2.03506, -0.12426, 1.36144)  -0.318
H (5.68347, -3.32582, 0.88152)  0.301
H (-4.08697, 2.81078, 3.26357)  0.249
H (1.57601, 4.69844, -6.90519)  0.304
H (0.81857, 0.87360, -3.28187)  0.369
H (-5.69934, 3.42404, 7.11060)  0.381
H (3.06964, 0.89988, -6.44566)  0.083
H (2.56010, 3.86412, -8.17010)  0.347
H (-5.03366, 1.24732, 8.51678)  0.402
H (-5.12762, 4.85974, -0.65160)  0.391
H (6.09385, 4.05319, 2.36260)  0.415
H (-1.20683, -3.26061, -0.81500)  0.145
H (-4.98961, -5.74529, -5.91905)  0.357
H (-5.33827, 1.60422, 4.77916)  0.247
H (6.31477, 5.77331, 0.47631)  0.293
H (-3.17687, 1.39781, 3.66006)  -0.053
H (8.05438, -4.90506, 1.59936)  0.434
H (-4.48130, 0.38257, 1.59403)  -0.190
H (5.94615, 3.53062, -1.19384)  0.497
H (-5.25669, -3.90647, -3.51718)  0.462
H (3.74562, -1.12812, -1.48787)  0.007
H (-0.13848, -6.25967, 5.31018)  0.360
H (3.71450, -2.28171, 3.73028)  0.115
H (-1.35513, -0.32278, 2.91315)  -0.266
H (-0.49672, -4.77664, -4.93038)  0.581
H (3.96485, 4.77137, 4.22823)  0.348
H (-1.13944, -5.94538, 3.17396)  0.566
H (-6.91283, -0.35091, -0.97200)  0.373
H (-4.93000, 1.67955, -3.42439)  0.151
H (-2.91020, -5.33318, -3.63957)  0.433
H (-2.81566, 3.71977, -1.69992)  0.609
H (2.63227, 3.60160, 4.08579)  0.243
H (4.80617, 6.06284, -0.36743)  0.482
H (2.68524, 4.10721, -3.23453)  0.499
H (-6.20036, 2.86307, -3.67215)  0.421
H (8.75331, -1.31295, 2.42871)  0.246
H (1.67396, -2.76870, -4.71615)  0.189
H (-3.74379, 4.27493, -3.06560)  0.432
H (-5.45157, -3.79960, -7.21709)  0.363
H (-6.30834, -1.85334, -4.18180)  0.467
H (-5.21254, -0.83861, -5.23383)  0.423
H (-4.87102, 0.07451, 5.52218)  0.180
H (-3.06236, 2.43149, 0.14054)  0.207
H (-2.74552, -4.45829, 3.56868)  0.141
H (4.21864, -1.85028, 1.60862)  -0.238
H (-3.99922, -3.20929, 3.73543)  0.241
H (9.34915, -2.73432, 1.38739)  0.404
H (6.72036, 3.36026, 0.89812)  0.614
H (1.79918, -3.85660, 2.16488)  0.100
H (1.19739, 0.42378, 2.89048)  0.219
H (-5.12062, 4.20390, 4.98000)  0.365
H (4.24715, 3.89848, -1.57560)  0.162
H (0.99817, 3.64707, 2.22139)  0.276
H (-0.55342, 3.86656, 4.19767)  0.206
H (-2.99514, -2.20691, -7.00143)  0.264
H (-5.03801, -6.27273, -4.21978)  0.430
H (1.09131, -1.38697, 2.90404)  -0.817
H (-2.60406, -0.09846, -2.03240)  -0.531
H (-2.58862, -2.27837, -0.34970)  0.807
H (-0.45240, -1.00931, -5.93739)  -0.097
H (7.34411, 0.03111, 3.10311)  0.085
H (-0.79778, 4.44293, -4.25565)  0.377
H (2.99727, 2.48750, -3.52200)  0.220
H (-1.98437, -1.57524, -2.73861)  0.516
H (7.70545, -2.09658, 4.48348)  0.436
H (-0.49661, 3.23724, 5.75233)  0.457
H (2.96809, 6.71733, 2.89446)  0.480
H (2.77133, 0.29390, -1.80983)  -1.080
H (4.12733, 2.15174, -7.14117)  0.449
H (-7.17527, 0.87200, 1.42583)  0.399
H (5.53041, 2.45947, 1.87569)  -0.547
H (-2.51007, 2.79124, 2.74828)  0.335
H (4.18546, -4.70172, -5.17086)  0.481
H (5.53634, -1.38391, -0.20713)  0.000
H (-2.19973, -3.01543, 7.30198)  0.346
H (-3.11005, 2.75798, -3.05895)  0.179
H (-6.50542, -2.63185, -6.66799)  0.464
H (-4.08108, -4.70935, 4.70065)  0.385
H (4.19940, 3.27200, 3.43435)  0.076
H (0.67489, -4.68731, 5.60020)  0.315
H (2.70331, 6.57437, 1.20262)  0.456
H (-4.67888, -1.50694, -3.71218)  -0.011
H (-1.16599, -1.83936, 5.59031)  0.376
H (0.93721, -0.79480, -4.00415)  0.700
H (-0.53921, 0.32234, -6.99312)  0.500
H (-0.72492, -3.08114, -5.35257)  0.159
H (-6.46277, 2.45283, 1.28104)  0.339
H (0.97976, 5.25967, 3.02960)  0.470
H (9.29244, -2.80879, 3.07360)  0.535
H (-5.09862, -1.93854, -7.31354)  0.481
H (7.99653, -4.79248, 3.25100)  0.407
H (-2.42782, -1.42576, 4.49525)  0.215
H (-7.62140, 1.88941, 0.08027)  0.332
H (1.11130, -2.81426, 0.36682)  -0.266
H (-5.40311, -0.93846, 0.95576)  0.510
H (-1.47222, 0.43350, -5.50235)  0.345
H (4.54438, -4.67171, -3.50471)  0.305
H (2.16223, 2.56562, 0.48556)  -0.146
H (-2.75776, 5.06759, 4.55503)  0.425
H (-3.99792, -0.43129, 0.07887)  0.030
H (1.47144, -6.18853, 5.06814)  0.340
H (-1.25688, -2.48116, 3.97898)  -0.104
H (4.91722, 7.54601, 1.39079)  0.446
H (-6.16928, 4.81171, -2.15607)  0.370
H (-1.21895, -3.71518, -3.76909)  0.120
H (2.17438, -0.46193, 1.85249)  -0.732
H (-4.20275, 3.69933, 7.82952)  0.414
H (6.72627, -0.55072, 0.74953)  0.424
H (3.36087, 4.49699, -6.71420)  0.345
H (-1.84343, -3.86082, -7.58395)  0.395
H (-6.13759, 1.03952, 6.30052)  0.526
H (3.79087, 2.15541, -5.42997)  0.311
H (2.70109, -2.98754, -0.18451)  0.339
H (2.45581, -3.18419, -6.26551)  0.364
H (4.76468, 2.42791, -0.80606)  0.096
H (1.84234, 2.86774, -2.24036)  0.517
H (-0.04621, 4.65794, -2.71510)  0.472
H (6.46463, -5.00318, 2.38385)  0.335
H (-3.18158, -5.06192, -7.43895)  0.361
H (-3.84572, 0.12639, 8.10460)  0.294
H (-4.64690, 5.27153, 6.17453)  0.486
H (-7.53558, 1.75872, -2.14305)  0.341
H (-0.90727, 1.12216, 1.93392)  0.030
H (5.81246, 0.85866, 3.14020)  -0.125
H (-6.93324, 0.51526, -3.30873)  0.491
H (-1.06116, -0.11949, -2.85673)  -0.956
H (4.62364, -0.16957, 1.65924)  -0.672
H (-0.58772, 2.06869, 4.38875)  0.517
H (4.60242, -1.73097, 5.23158)  0.482